# 1
Below is a molecular structure, C33H43FN7O8Pb, with properties calculated with the ωB97M-V functional and the def2-TZVPD basis.

Positions of all 93 atoms, in Å:
Pb (-0.5555, -0.0783, -0.0575)
N (1.7707, 1.6513, 2.1256)
C (1.4213, 2.9241, 2.0949)
C (1.5889, 3.7456, 3.2426)
C (1.3815, 5.1031, 3.1674)
C (0.9987, 5.6963, 1.9658)
C (0.7491, 4.9096, 0.8103)
C (0.3113, 5.4655, -0.4094)
C (0.0376, 4.6271, -1.4601)
C (0.1688, 3.2431, -1.2784)
N (0.5807, 2.6921, -0.1464)
C (0.9011, 3.5122, 0.8681)
H (2.1125, 1.2298, 2.9765)
H (1.7795, 1.0626, 1.3016)
H (1.9216, 3.2862, 4.1639)
H (1.5370, 5.7200, 4.0406)
H (0.8711, 6.7689, 1.9072)
H (0.1981, 6.5379, -0.5022)
H (-0.2924, 5.0110, -2.4140)
H (-0.0703, 2.5583, -2.0834)
C (4.1364, -6.9047, 1.9970)
C (3.7917, -6.4230, 0.5998)
N (3.4008, -4.9967, 0.5863)
C (2.1134, -4.6989, 0.6357)
C (1.5994, -3.4097, 0.6887)
C (0.1371, -3.2325, 0.6606)
O (-0.3264, -4.1140, -0.1463)
O (-0.4980, -2.3045, 1.1607)
C (2.5083, -2.2688, 0.6970)
O (2.1490, -1.0954, 0.7652)
C (3.9349, -2.6375, 0.6373)
C (4.8937, -1.6278, 0.5997)
C (6.2233, -1.9368, 0.5108)
F (7.1079, -0.9295, 0.4089)
C (6.6844, -3.2659, 0.4853)
C (5.7237, -4.2698, 0.5246)
C (4.3612, -3.9700, 0.5750)
N (8.0475, -3.6182, 0.4261)
C (8.4894, -4.4035, -0.7161)
C (9.7087, -5.2340, -0.3556)
N (10.7913, -4.3188, 0.1477)
C (10.3038, -3.4985, 1.3116)
C (9.0812, -2.7047, 0.8854)
H (4.4394, -7.9501, 1.9595)
H (3.2738, -6.8292, 2.6578)
H (4.9513, -6.3281, 2.4347)
H (2.9502, -6.9731, 0.1812)
H (4.6145, -6.5512, -0.1021)
H (1.4347, -5.5418, 0.6242)
H (4.5822, -0.5925, 0.5995)
H (6.0585, -5.2945, 0.5504)
H (8.7260, -3.7544, -1.5736)
H (7.7036, -5.0812, -1.0438)
H (10.1026, -5.7767, -1.2138)
H (9.4976, -5.9293, 0.4555)
H (11.0821, -3.6915, -0.6087)
H (11.6199, -4.8570, 0.4118)
H (11.1212, -2.8527, 1.6286)
H (10.0646, -4.2074, 2.1040)
H (9.3636, -1.9728, 0.1159)
H (8.7363, -2.1454, 1.7512)
O (0.5074, -1.7242, -1.5949)
N (0.5883, -0.9192, -2.5816)
O (1.2299, -1.1671, -3.5613)
O (-0.0630, 0.1726, -2.4505)
C (-4.8464, 1.5035, -1.9932)
N (-4.3245, 0.2167, -2.4375)
C (-5.0321, -0.4256, -3.5437)
C (-3.2825, -0.3433, -1.8539)
C (-2.8199, -1.6852, -2.3434)
O (-2.6885, 0.2445, -0.8982)
H (-5.9166, 1.4092, -1.8108)
H (-4.6840, 2.2533, -2.7673)
H (-4.3472, 1.8025, -1.0780)
H (-5.6860, 0.3142, -3.9958)
H (-5.6407, -1.2567, -3.1879)
H (-4.3339, -0.7738, -4.3006)
H (-3.6513, -2.3770, -2.4673)
H (-2.1112, -2.1171, -1.6413)
H (-2.3292, -1.5769, -3.3118)
C (-3.5828, 1.4324, 3.5792)
C (-3.4094, -0.0359, 3.9623)
C (-2.0703, -0.4081, 3.3281)
O (-1.8030, 0.5830, 2.3034)
C (-2.9335, 1.4709, 2.2094)
H (-3.0505, 2.0831, 4.2743)
H (-4.6249, 1.7432, 3.5527)
H (-4.2151, -0.6394, 3.5439)
H (-3.4038, -0.1890, 5.0393)
H (-2.0813, -1.3919, 2.8639)
H (-1.2455, -0.3617, 4.0427)
H (-3.6101, 1.1149, 1.4272)
H (-2.5542, 2.4551, 1.9278)

Force components x, y, z for each atom (eV/Å):
Pb 0.1 0.0 0.3
N 0.0 0.0 0.0
C 0.0 0.0 -0.1
C 0.0 0.1 0.0
C 0.0 -0.1 0.0
C 0.0 0.0 0.0
C -0.1 -0.1 -0.1
C 0.0 -0.1 0.0
C 0.0 0.0 0.1
C 0.0 0.0 0.0
N 0.3 0.1 0.1
C -0.1 0.0 -0.1
H 0.0 0.0 0.0
H -0.1 0.0 -0.1
H 0.0 0.0 0.0
H 0.0 0.0 0.0
H 0.0 0.0 0.0
H 0.0 0.0 0.0
H 0.0 0.0 0.0
H 0.0 0.0 0.0
C 0.0 0.0 0.0
C 0.0 0.0 -0.1
N 0.1 0.1 0.0
C -0.2 0.1 -0.1
C 0.3 -0.1 0.2
C 0.0 0.5 -0.5
O -0.1 -0.1 0.2
O 0.0 -0.4 0.1
C -0.1 -0.1 0.0
O 0.0 0.2 0.0
C 0.0 0.0 -0.1
C 0.1 0.0 0.0
C 0.0 -0.1 -0.1
F 0.0 -0.1 0.0
C -0.1 0.1 0.0
C 0.0 0.2 0.0
C -0.1 -0.1 0.0
N 0.0 -0.1 0.0
C 0.0 0.0 -0.1
C 0.0 0.0 0.0
N 0.0 0.0 -0.1
C 0.0 0.0 0.0
C 0.0 0.1 0.0
H 0.0 0.0 0.0
H 0.0 0.0 0.0
H 0.0 0.0 0.0
H 0.0 0.0 0.1
H 0.0 0.0 0.0
H 0.0 0.0 0.0
H 0.0 0.0 0.0
H 0.0 0.0 0.0
H 0.0 0.0 0.0
H 0.0 0.0 0.0
H 0.0 0.0 0.0
H 0.0 0.0 0.0
H 0.0 0.0 0.0
H 0.0 0.0 0.0
H -0.1 0.0 0.0
H 0.0 0.1 0.0
H 0.0 0.0 0.0
H 0.0 0.0 0.0
O 0.0 0.0 -0.1
N 0.0 0.0 -0.1
O -0.1 0.0 0.1
O 0.0 0.1 -0.1
C 0.0 0.0 0.1
N 0.0 0.0 0.1
C 0.0 0.0 0.0
C 0.1 0.0 0.1
C 0.0 0.0 0.0
O -0.1 -0.2 -0.1
H 0.0 0.0 0.0
H 0.0 0.0 0.0
H 0.0 0.0 0.0
H 0.0 0.0 0.0
H 0.0 0.0 0.0
H 0.0 0.0 0.0
H 0.0 0.0 0.0
H 0.0 0.0 0.0
H 0.0 0.0 0.0
C 0.0 0.0 -0.1
C 0.0 0.0 0.0
C 0.0 0.0 0.1
O 0.0 0.0 -0.1
C 0.0 0.1 0.0
H 0.0 0.0 0.0
H 0.0 0.0 0.0
H 0.0 0.0 0.0
H 0.0 0.0 0.0
H 0.0 0.0 0.0
H 0.0 0.0 0.0
H 0.0 0.0 0.0
H 0.0 0.0 0.0

Its frontier orbital gap (spin up / spin down) is 5.97 / 5.96 eV. The charge is +3. The energy comes out at -2560.28839 Ha.

---

# 2
Below is a molecular structure, C33H43N5P2Sr, with properties calculated with the ωB97M-V functional and the def2-TZVPD basis.

Positions of all 84 atoms, in Å:
Sr (-0.5217, -2.4754, -2.3674)
C (0.8927, -1.5670, 4.1163)
C (1.0380, -2.5596, 3.2315)
C (-0.0384, -3.2082, 2.3585)
C (-1.1427, -2.1741, 1.9553)
C (-2.1462, -1.7033, 2.9360)
C (-2.1381, -1.8154, 4.2849)
C (-1.1511, -2.5517, 5.1520)
C (0.1600, -1.8060, 5.3983)
C (-2.3378, -0.6056, -2.6539)
H (1.3007, -0.5592, 3.9637)
H (2.0132, -2.8231, 2.8061)
H (-0.5440, -4.0527, 2.8404)
H (0.4445, -3.5967, 1.4148)
H (-0.5722, -1.2832, 1.7135)
H (-1.5948, -2.4334, 0.9560)
H (-3.0032, -1.1962, 2.4618)
H (-3.0092, -1.4606, 4.8403)
H (-0.9177, -3.5602, 4.7497)
H (-1.6614, -2.7036, 6.1211)
H (0.0166, -0.8340, 5.8570)
H (0.7371, -2.4150, 6.0917)
H (-1.8688, 0.4025, -2.7541)
H (-2.7520, -0.6336, -1.5796)
H (-3.1932, -0.5489, -3.3679)
P (-3.8689, -5.1854, -0.9630)
P (-0.5093, -6.8020, -1.1333)
N (-4.7288, -5.0344, 0.5872)
N (-5.3166, -5.7651, -1.8527)
N (-0.4244, -7.7026, 0.4774)
N (0.3001, -8.1108, -2.0284)
C (-3.2237, -6.8295, -0.5066)
C (-2.2346, -7.3463, -1.5992)
C (-5.4415, -3.8679, 0.8701)
C (-6.3681, -4.1333, 1.8688)
C (-6.2161, -5.5194, 2.2336)
C (-5.2157, -6.0579, 1.4272)
C (-5.8646, -5.0642, -2.9373)
C (-6.8413, -5.8576, -3.5311)
C (-6.8849, -7.0917, -2.8010)
C (-6.0066, -6.9736, -1.7339)
C (0.3351, -7.2539, 1.5927)
C (-0.0756, -7.9533, 2.7288)
C (-1.1394, -8.8597, 2.3392)
C (-1.2607, -8.7390, 0.9439)
C (0.5794, -9.4209, -1.6158)
C (1.0218, -10.1698, -2.6957)
C (0.9024, -9.3356, -3.8569)
C (0.4144, -8.1054, -3.4328)
H (-4.0187, -7.6002, -0.3920)
H (-2.6889, -6.7292, 0.4659)
H (-2.3042, -8.4712, -1.7004)
H (-2.4422, -6.8886, -2.6116)
H (-5.2202, -2.9611, 0.3211)
H (-7.0979, -3.4280, 2.2580)
H (-6.7589, -6.0771, 2.9710)
H (-4.8036, -7.0692, 1.3979)
H (-5.4994, -4.0761, -3.1819)
H (-7.4672, -5.6051, -4.3760)
H (-7.4949, -7.9616, -2.9992)
H (-5.8083, -7.6516, -0.9148)
H (1.0951, -6.4701, 1.4983)
H (0.3583, -7.8722, 3.7419)
H (-1.7679, -9.5151, 2.9642)
H (-1.9148, -9.2925, 0.2728)
H (0.4319, -9.6894, -0.5861)
H (1.3827, -11.1908, -2.6431)
H (1.1565, -9.6251, -4.8720)
H (0.1360, -7.2153, -3.9800)
C (1.3527, -0.0276, -4.7383)
C (1.4770, 0.2507, -3.2868)
C (2.1389, 1.3735, -2.7375)
C (2.0019, 1.2938, -1.3529)
C (1.2310, 0.1355, -1.0831)
C (0.6588, -0.3898, 0.1679)
N (0.9653, -0.5414, -2.2702)
H (0.3249, 0.1082, -5.1383)
H (1.7039, -1.0378, -5.0305)
H (2.0070, 0.7083, -5.2551)
H (2.6640, 2.0970, -3.3550)
H (2.3811, 1.9787, -0.6065)
H (1.0283, -1.4365, 0.3299)
H (0.8418, 0.1871, 1.1059)
H (-0.4521, -0.3664, 0.0353)

Force components x, y, z for each atom (eV/Å):
Sr -0.3 1.5 -0.1
C 0.2 0.0 1.0
C 0.7 -0.6 -2.3
C -1.1 -1.0 0.7
C 1.3 0.0 -0.8
C -0.9 -0.3 1.4
C -0.5 -0.4 -1.2
C -0.5 -0.5 0.6
C -1.5 0.8 -0.8
C -0.5 0.1 0.6
H 1.5 -0.8 0.7
H 0.0 1.5 -0.7
H 0.0 -0.3 -0.3
H -0.3 0.4 1.0
H -0.1 0.0 0.0
H 0.0 -0.1 1.0
H 0.4 -0.1 0.4
H 0.2 0.3 -0.3
H -0.2 0.6 0.3
H 0.3 -0.2 -0.3
H -0.4 0.1 0.4
H 0.5 0.1 -0.2
H 0.1 -0.8 0.2
H 0.2 0.1 -1.2
H 0.3 -0.4 0.6
P -3.1 -1.4 1.4
P 0.0 -3.7 1.2
N 0.1 0.5 0.2
N 0.3 0.5 -0.6
N 0.3 0.7 0.2
N -0.2 -0.5 -1.2
C 0.9 -0.8 -0.5
C -0.3 0.0 0.0
C -0.5 -0.8 0.7
C 0.6 -0.2 -0.6
C 1.1 0.2 -1.3
C -0.5 0.9 0.2
C -0.4 -1.1 -0.1
C 0.9 0.2 0.6
C 0.5 0.7 1.0
C 0.1 0.1 -1.0
C -0.9 -0.6 0.3
C 0.0 0.2 -0.6
C 0.6 0.4 -1.7
C -0.1 0.7 1.3
C 0.5 0.3 -0.5
C -0.6 1.0 0.4
C -0.3 0.6 0.6
C 0.6 -0.5 0.6
H 0.6 0.9 0.0
H -0.5 0.0 -0.6
H 0.3 1.3 0.0
H 0.1 -0.6 0.9
H -0.1 -0.1 0.1
H 0.3 -0.2 0.0
H -0.1 0.0 0.2
H -0.3 0.6 0.1
H -0.1 -0.1 0.0
H 0.2 0.1 0.1
H -0.1 0.2 0.1
H -0.1 0.1 -0.3
H -0.5 -0.5 -0.1
H -0.4 0.1 -0.9
H 0.7 0.4 -0.4
H 0.2 0.3 0.2
H 0.3 -0.1 0.0
H -0.2 0.2 -0.1
H -0.2 0.2 0.2
H 0.2 -0.1 -0.1
C 0.1 0.1 -0.8
C 0.7 0.7 1.5
C -0.5 -1.2 -1.5
C -1.1 -1.1 1.1
C 1.6 1.2 -1.5
C -0.5 -0.3 0.3
N 0.2 0.7 0.0
H 0.4 -0.1 0.3
H -0.1 0.3 0.1
H -0.5 -0.6 0.1
H -0.1 0.0 0.3
H -0.1 0.0 0.0
H -0.4 0.6 0.2
H 0.2 -0.3 -0.9
H 0.6 -0.3 0.2

Its frontier orbital gap is 5.03 eV. The energy above the lowest of the compared OMol25 structures with the same formula, charge and spin comes out at 2.8230 eV. The energy comes out at -2270.20364 Ha.